Molecular formula: C67H165N7O19
Method: DFT, ωB97M-V/def2-TZVPD

For the molar mass, the calculation gives 1373.09 g mol⁻¹. The value obtained for the calculated total energy is -121478.2296 eV. The lowest unoccupied orbital energy is 0.32 eV. The orbital gap is 7.86 eV.

Geometry as XYZ:
```
258
Properties=species:S:1:pos:R:3:forces:R:3:lowdin_charge:R:1
O -4.390897 -2.051741 3.866258 0.18 0.35 0.67 0.00
O 0.678913 -0.606324 -0.127378 -0.56 -1.14 0.11 -0.04
O -5.465522 4.212913 -0.212383 0.11 -0.09 -0.19 -0.01
O -2.224993 -3.809315 2.045155 0.71 -0.15 -0.12 -0.03
O 2.358059 -3.292123 -2.318334 0.53 -0.84 -0.11 -0.04
O -0.112742 -2.419333 -3.752524 -0.19 0.31 -0.37 -0.04
O 1.633792 4.992961 -2.612456 -3.81 0.32 1.03 -0.09
O -1.635796 -0.674165 -2.196630 -0.68 0.63 0.35 -0.04
O 3.060983 3.668109 1.508734 0.52 -0.31 0.13 -0.02
O -0.998896 -4.869997 -1.018900 -0.35 -0.29 -0.83 -0.06
O 0.272962 -3.356381 1.028694 0.73 -0.29 -0.31 -0.04
O 1.571955 -0.198343 -3.523640 0.48 0.31 0.18 -0.02
O 0.085033 4.398396 -4.756078 -0.26 -0.06 0.29 -0.02
O 0.906941 3.106678 -0.326720 0.20 1.08 -0.02 -0.04
O -4.941530 -3.960432 1.651448 -0.67 0.15 0.31 -0.05
O 5.741071 0.301439 -2.134350 0.32 0.17 0.36 -0.03
O 1.749311 -3.170607 3.350339 -0.36 -1.98 1.90 -0.10
O 2.476154 1.090739 -1.252757 0.15 0.18 0.52 -0.04
O -1.334903 1.531828 0.151257 0.26 0.01 0.12 -0.03
N -5.922327 2.943232 0.112671 -1.89 -1.45 1.84 -0.14
N -1.279064 4.316170 -4.891007 -3.42 -0.85 -1.90 -0.11
N -4.700754 -4.851668 0.618124 1.91 0.07 -1.93 -0.11
N 6.918145 0.377638 -1.335173 1.20 0.05 -0.05 -0.09
N -3.068511 -2.098637 4.400498 1.22 0.97 -1.52 -0.10
N 3.688947 -3.852859 -2.410749 1.09 0.19 0.28 -0.06
N 2.752380 4.694449 2.390317 -0.58 2.04 -0.12 -0.10
C -3.971810 -6.698179 2.119425 0.83 0.11 0.23 -0.04
C 8.398452 -0.693442 0.313575 -0.74 0.09 -0.16 -0.15
C -4.643596 -5.225510 -1.868151 -0.35 -1.96 0.80 -0.11
C -6.055871 2.695160 1.623297 -1.29 -1.53 -1.83 -0.40
C -6.894960 1.329617 1.889502 0.84 -0.96 0.57 -0.10
C -4.409720 -2.954757 -0.968940 -0.51 1.09 0.29 -0.03
C -6.662873 -4.124418 -0.865372 -0.23 -0.40 0.15 -0.02
C -1.561522 -2.932430 6.134090 1.49 2.89 1.36 -0.10
C 5.627894 -5.989661 -3.119692 0.11 1.34 0.81 -0.16
C -1.234480 1.732402 -4.996461 0.29 1.24 -0.09 -0.02
C 3.908432 -5.028309 -1.494107 -1.40 -0.02 0.89 -0.46
C 1.566597 5.563293 4.239597 -0.39 1.33 1.93 -0.15
C 2.966472 5.068823 -2.556530 2.65 0.20 -2.38 -0.32
C 6.334406 2.569213 -0.288025 0.08 0.64 0.70 -0.03
C 4.348944 -2.572851 -4.395177 -0.73 0.82 0.25 -0.04
C -7.071531 0.810282 -0.585908 1.08 0.25 1.42 -0.13
C -6.881022 0.155398 0.847173 -0.27 1.35 -2.23 -0.15
C -4.869131 -6.251508 1.005194 -1.52 -0.44 -1.94 -0.50
C 8.758857 1.704429 -0.380785 0.26 -0.78 0.97 -0.12
C -6.883607 3.870354 2.221913 0.73 -0.31 -0.45 -0.03
C 5.919963 -0.618284 0.798942 -0.28 0.47 0.01 -0.03
C 2.080199 4.288387 3.623041 -1.71 -1.02 -1.11 -0.45
C 3.832060 -4.456822 -0.014073 -0.17 0.10 -1.36 -0.01
C -3.431011 3.047191 -4.735342 0.08 -1.46 0.65 -0.13
C 5.553316 -4.607891 -3.780334 -0.59 -0.64 -0.56 -0.13
C -1.754601 2.923423 -2.828442 -0.16 -1.42 -1.22 -0.03
C -0.913793 -0.921875 4.783450 0.28 0.17 2.10 -0.14
C 3.969114 6.331867 0.888092 -1.33 -0.62 -0.87 -0.05
C 6.862404 -2.073045 -1.015722 -1.37 0.28 -1.27 -0.05
C -4.656527 2.452539 2.237624 -0.29 0.69 -0.14 -0.03
C -3.005557 0.469978 4.893146 -0.83 -1.20 0.80 -0.02
C -5.133230 -4.283299 -0.715940 0.34 -0.76 -0.73 -0.44
C 0.704647 3.497273 3.259112 1.17 -0.11 -0.44 -0.01
C -1.485489 6.718545 -5.629803 0.97 -0.55 1.59 -0.02
C 7.716074 2.544834 -2.479126 -0.42 -0.61 0.66 -0.02
C -2.369819 -0.809912 4.216860 1.86 1.33 0.64 -0.44
C 5.298842 -5.642104 -1.681478 -0.11 0.65 0.27 -0.16
C -2.044602 5.620223 -4.652331 0.86 0.21 -1.45 -0.48
C -3.534886 5.514896 -4.950905 0.95 0.10 -0.37 -0.16
C -1.915905 3.020145 -4.381243 0.65 1.02 0.56 -0.40
C 5.077673 5.432917 2.858586 0.47 0.11 0.89 -0.03
C 2.559591 6.740977 4.353551 0.28 -1.10 0.07 -0.17
C 3.117656 -4.745750 -4.729088 0.42 0.18 0.30 -0.01
C -6.564499 2.480036 -2.229295 2.52 0.83 -0.45 -0.04
C 8.837692 0.679792 0.775024 -1.15 -0.05 0.27 -0.18
C 2.623961 -1.138105 2.916761 2.43 0.30 -1.07 -0.07
C 6.977050 -0.690926 -0.318356 1.22 -0.73 0.10 -0.48
C -3.407003 -4.290163 5.332135 -0.68 -0.17 0.37 -0.04
C 2.986654 -2.619388 3.027849 -1.44 1.23 -0.47 -0.31
C -0.892059 -1.460028 6.229567 -0.64 -1.97 -1.21 -0.14
C -4.485794 -7.155833 -0.253167 -0.94 0.66 0.01 -0.11
C 2.844401 -6.114251 -1.702220 -0.06 -0.14 0.68 -0.02
C 3.717981 5.839448 2.300660 0.79 -0.47 0.11 -0.50
C -3.982095 -2.294593 6.744283 0.85 -0.62 -0.64 0.01
C 7.368171 1.779471 -1.098708 0.64 0.25 -0.67 -0.43
C 2.964595 3.416313 4.569427 0.94 0.48 -1.18 -0.01
C 4.116386 -3.967824 -3.811520 0.81 -0.53 -0.72 -0.47
C -2.175999 -0.497817 2.747375 -1.21 -0.68 -1.02 -0.04
C -1.905449 6.082375 -3.250789 0.72 0.47 1.63 -0.04
C 3.445385 4.038326 -3.616747 1.11 -0.50 0.76 -0.05
C -3.009074 -2.851214 5.620288 0.03 -0.17 0.93 -0.51
C -4.156820 4.289610 -4.383583 -0.89 1.21 -0.50 -0.23
C -5.041799 -6.745701 -1.645113 0.46 1.36 1.22 -0.15
C -4.566530 1.141051 -1.074147 -1.31 0.26 -0.13 0.00
C -6.343500 -6.473323 1.398888 0.08 -0.79 0.11 -0.02
C 3.196340 7.073012 3.018124 -0.27 0.02 1.30 -0.15
C -5.962235 1.901838 -0.916810 -0.90 -0.85 -0.06 -0.44
H 1.871577 -0.948216 2.151291 -0.15 -0.18 0.22 0.06
H -7.172829 -5.078908 -0.995705 0.28 -0.21 -0.16 0.06
H 3.124740 -4.308823 -5.727666 -0.02 -0.06 -0.02 0.08
H -3.320544 -2.939846 -0.929290 -0.03 -0.58 0.30 0.08
H 7.458459 -2.233470 -1.914107 0.83 0.50 0.20 0.08
H 5.877383 -2.120902 -1.479966 -0.50 -0.17 0.31 0.05
H 6.041320 0.231125 1.471161 0.18 0.20 -0.20 0.07
H 9.022947 2.656676 0.079207 -0.19 0.33 -0.40 0.12
H -4.594470 -7.396445 -2.396475 0.09 0.15 -0.08 0.10
H -1.768715 7.685847 -5.214830 -0.49 0.10 -0.46 0.08
H -1.315730 1.749281 -6.083299 -0.25 -0.07 -0.02 0.08
H 5.487913 -6.438386 -0.961569 -0.45 -0.17 0.01 0.13
H -4.246368 1.460994 2.046013 -0.33 -0.11 -0.22 0.06
H 0.007161 2.822093 -0.166579 -0.43 -0.17 -0.03 0.01
H -6.999517 -6.526745 0.530047 0.02 -0.07 0.10 0.07
H 2.902387 -3.908875 0.139468 -0.13 -0.09 -0.14 0.06
H 4.609825 -2.543389 -5.453087 0.15 -0.46 0.02 0.09
H -0.619387 -3.296811 1.369849 -0.98 -0.41 0.27 0.00
H 9.155756 -1.101080 -0.356080 -0.18 0.01 -0.41 0.12
H -4.580899 4.262034 0.157251 0.58 0.19 -0.10 0.08
H -7.593809 2.838585 -2.221950 0.14 -0.23 0.44 0.09
H -3.967570 3.168244 1.789057 0.29 0.26 0.22 0.07
H -3.684214 1.763515 -1.223021 -0.40 0.42 -0.36 0.04
H -1.363905 -0.778347 6.937221 -0.44 -0.20 -0.02 0.10
H -1.977943 7.161218 -3.113157 -0.13 0.12 -0.29 0.09
H -4.477000 -4.346663 5.132073 -0.17 -0.14 0.19 0.08
H -5.889944 -4.008158 1.792274 -0.58 0.32 0.42 0.09
H 3.795459 -2.799857 3.735917 -0.41 -0.15 0.56 0.11
H 3.420111 0.938764 -1.206959 0.56 0.03 0.16 0.05
H 3.337427 -3.068221 2.098551 0.15 0.44 -0.30 0.08
H 0.721615 -2.693241 -3.371645 0.62 -0.63 0.43 0.01
H -3.571459 5.603061 -6.036719 -0.75 -0.32 -0.09 0.12
H -0.921004 5.827952 -2.858081 0.05 -0.05 0.29 0.08
H 2.212738 0.713218 -2.091995 -0.40 -0.35 -0.93 0.01
H 0.924806 -0.877593 -3.713484 -0.54 -0.18 -0.09 0.00
H 2.529664 -2.435134 -1.921199 0.04 0.22 0.18 0.10
H -7.187858 -3.714843 -0.002386 0.27 0.54 0.11 0.08
H -2.936585 -6.518904 1.829144 0.11 0.45 0.32 0.09
H -5.898310 3.299863 -2.497960 -0.39 0.58 0.04 0.04
H -3.399766 -7.175035 -0.344090 0.08 -0.14 0.23 0.11
H -0.135238 -0.108281 -0.054270 -0.34 0.44 0.36 0.00
H 1.251676 -3.372850 2.554699 -0.07 -0.02 -0.51 0.02
H -2.512227 1.435522 4.781581 0.28 -0.27 -0.71 0.08
H -7.113829 0.145411 -1.448609 0.54 -0.56 0.23 0.11
H 3.887849 -5.198857 0.782406 0.16 -0.24 -0.27 0.09
H -5.181309 4.346567 -4.751385 -0.24 -0.77 -0.13 0.12
H -3.180458 -4.781756 6.278240 -0.27 -0.60 -0.17 0.09
H -2.009649 1.872512 -2.692007 -0.19 -0.04 0.71 0.05
H -6.428366 0.878135 2.765031 0.50 0.11 0.23 0.09
H -0.427935 0.043839 4.922876 -0.46 0.62 -0.76 0.11
H -7.109052 3.658012 3.266995 0.19 0.26 0.09 0.08
H -6.115857 -6.927653 -1.682342 -0.12 0.22 -0.06 0.09
H -0.701818 2.961169 -2.548578 -0.02 0.51 0.16 0.07
H 0.839311 2.784067 2.445903 0.53 -0.44 0.27 0.05
H 0.135124 -1.563549 6.579247 0.09 -0.10 -0.12 0.10
H 0.429295 -2.507011 0.615939 0.35 0.73 -0.31 0.02
H 1.838784 -5.704971 -1.605704 -0.03 0.01 -0.22 0.07
H -2.924499 -4.798625 4.497420 0.52 0.36 0.11 0.08
H 5.311816 2.531004 -0.663450 0.09 -0.24 -0.23 0.07
H 3.444439 -1.969815 -4.315644 -0.22 -0.01 0.04 0.06
H 0.311390 2.973636 4.130461 0.15 0.01 0.09 0.07
H -1.495503 -1.151612 2.201865 0.70 0.11 0.47 0.07
H -8.070294 1.243728 -0.638004 0.07 0.54 0.38 0.11
H 8.650562 2.195986 -2.918577 -0.02 -0.36 0.17 0.07
H 2.409159 -0.607096 3.844116 -0.18 -0.46 0.10 0.07
H -4.423234 -2.876781 3.376503 -0.19 -0.14 -0.43 0.05
H 9.556018 1.441966 -1.076306 -0.19 0.12 -0.35 0.11
H -7.874013 1.468944 2.347900 -0.44 0.62 -0.92 0.10
H -2.674776 5.655194 -2.607543 0.15 -0.14 0.10 0.07
H 0.226762 4.551369 -3.819004 0.86 0.21 0.38 0.03
H 2.513750 7.651834 2.395911 -0.12 -0.17 -0.14 0.12
H 2.855668 4.010144 -4.533012 -0.37 0.62 0.25 0.07
H 6.967089 2.488941 -3.269069 -0.34 -0.23 0.28 0.06
H 5.834290 6.195761 2.675042 -0.05 0.22 -0.07 0.09
H 6.673346 -6.297656 -3.103512 -0.10 -0.48 -0.48 0.12
H -4.158298 -1.220820 6.680738 0.10 -0.17 -0.05 0.06
H -1.580913 0.784315 -4.585108 -0.64 0.24 0.01 0.07
H -0.155703 -1.485668 4.239822 -0.60 -0.43 -0.59 0.10
H -0.837062 -3.558538 5.613298 -0.47 0.03 -0.77 0.12
H 2.562184 2.612512 5.185936 -0.64 0.59 0.20 0.08
H -3.553684 -5.223579 -1.882052 0.10 0.27 -0.03 0.10
H -6.370532 4.819073 2.064430 0.28 -0.04 0.52 0.07
H 3.556071 -0.728445 2.527579 0.11 0.96 -0.11 0.04
H -1.301960 -5.604232 -0.484781 -0.09 -0.11 0.19 0.02
H -0.164057 1.696587 -4.793965 0.10 0.46 0.17 0.06
H 1.344598 4.303503 -2.010284 -0.31 -0.27 0.53 0.06
H -2.058015 1.223425 -0.394854 -0.29 -0.20 -0.51 0.02
H 1.327040 0.034772 -0.419213 0.73 0.38 -0.15 -0.01
H 6.304946 2.303604 0.768700 -0.07 -0.67 -0.03 0.07
H -0.378749 -4.404721 -0.457501 0.39 0.37 0.53 -0.02
H 3.375302 -5.800236 -4.827954 0.00 -0.01 0.08 0.07
H -6.368708 1.847822 -3.095366 -0.43 -0.67 0.21 0.08
H 1.291274 5.271587 5.253107 -0.06 0.06 0.37 0.12
H 4.027827 7.723259 3.289948 0.27 0.12 -0.54 0.12
H -3.644586 2.663682 -5.733039 0.33 0.50 -0.35 0.12
H 6.188713 -3.932445 -3.207495 0.03 0.06 -0.02 0.09
H -3.955577 2.330290 -4.103693 0.45 -0.78 0.16 0.10
H 5.103162 -2.010681 -3.844529 0.17 -0.20 0.14 0.06
H -4.660175 0.428038 -1.893261 0.28 0.00 -0.12 0.08
H 2.101662 -4.684522 -4.339096 0.04 0.05 0.03 0.07
H -3.100521 -0.761714 2.233848 -0.49 0.60 -0.15 0.08
H -4.361267 0.558843 -0.175822 -0.20 -0.05 0.16 0.06
H -0.528257 -3.235078 -4.032061 -0.19 -0.22 -0.05 0.08
H -7.823112 4.034000 1.694039 -0.04 -0.57 -0.13 0.09
H -1.702002 6.603434 -6.691865 -0.22 -0.14 0.22 0.08
H -3.041983 0.344480 5.975291 0.17 -0.18 0.12 0.05
H 3.355907 5.029253 -1.539248 0.28 -0.61 -0.08 0.09
H -4.652324 2.579884 3.320145 -0.02 0.16 0.02 0.08
H -3.501914 -2.536013 7.692571 -0.36 0.08 0.19 0.08
H -2.330103 -3.000212 2.545687 -0.14 0.30 0.77 0.01
H 9.786487 0.579552 1.302123 0.31 0.47 -0.40 0.11
H 0.604584 5.884146 3.839976 0.24 0.02 -0.63 0.11
H 4.478550 4.160384 -3.941962 0.23 0.04 0.23 0.06
H 4.643826 -3.735481 0.079686 0.09 -0.02 0.18 0.06
H -1.927440 0.547113 2.561769 0.08 -0.19 0.12 0.07
H 7.873899 3.609826 -2.308854 -0.11 0.01 0.41 0.08
H -4.999779 -4.922284 -2.852676 -0.11 0.45 0.19 0.12
H -6.406938 -7.399435 1.970209 -0.21 -0.21 -0.18 0.09
H -4.303948 4.425173 -3.312098 0.41 -0.20 0.23 0.09
H -3.993693 -7.779959 2.251245 -0.50 -0.05 -0.02 0.09
H -4.066124 6.343215 -4.482121 0.30 0.51 -0.33 0.13
H 2.958694 -6.840434 -0.897423 -0.03 -0.08 0.15 0.09
H -1.753762 2.071510 0.821732 -0.18 0.05 0.42 0.05
H 3.339088 6.389112 5.029330 0.36 -0.07 0.03 0.10
H 6.001021 -4.680058 -4.771517 -0.41 0.33 -0.34 0.12
H 5.981537 -4.838841 -1.404361 0.33 -0.08 0.13 0.09
H 4.463196 5.572085 0.282507 0.21 0.24 -0.05 0.07
H 2.946080 -6.697856 -2.617189 -0.02 0.34 -0.20 0.07
H 3.607239 4.113128 5.107528 -0.16 -0.21 0.61 0.06
H 1.793048 0.168462 -4.379675 0.11 0.20 -0.24 0.07
H 5.918125 -1.474882 1.472990 0.13 -0.35 -0.31 0.08
H 4.920025 -0.524139 0.375442 -0.09 -0.11 -0.09 0.08
H 4.998844 5.333512 3.941174 0.18 -0.14 0.10 0.07
H -5.986191 -0.466800 0.863168 0.41 0.43 0.19 0.07
H 2.315885 3.753725 0.909485 -0.25 -0.55 -0.64 0.05
H 5.501821 4.507840 2.468172 -0.43 -0.15 -0.20 0.08
H -1.461232 -3.282964 7.161297 -0.87 -0.43 0.10 0.11
H -2.426650 3.554106 -2.246469 0.31 0.09 -0.07 0.07
H -4.223210 -6.227550 3.069905 0.21 0.07 0.00 0.08
H 2.233240 7.652625 4.854050 -0.74 -0.15 -0.13 0.11
H 6.567172 3.627891 -0.173502 0.27 0.22 -0.62 0.08
H -3.112992 -4.039512 1.771845 -0.14 -0.14 -0.42 0.00
H 3.676098 2.886547 3.936015 0.00 -0.10 -0.30 0.07
H 2.990153 6.537399 0.455081 -0.21 -0.23 -0.36 0.09
H -4.878417 -8.146808 -0.025315 0.35 -0.19 0.16 0.12
H 1.374990 2.304212 -0.557409 0.54 -0.48 -0.24 0.00
H -0.406234 6.716668 -5.477125 0.21 -0.08 -0.37 0.07
H -6.744957 -5.730552 2.088267 0.13 0.28 -0.02 0.08
H -4.929818 -2.823930 6.645688 -0.05 0.19 0.22 0.07
H -7.661363 -0.603942 0.897771 -0.45 0.36 0.81 0.10
H -4.786441 -2.162620 -0.321869 0.12 -0.08 0.53 0.06
H 4.948896 -6.721160 -3.557847 0.28 -0.09 -0.06 0.10
H -4.060770 0.551585 4.632415 -0.02 0.14 -0.38 0.07
H 4.442411 7.312422 0.837185 0.55 -0.29 0.36 0.09
H -0.104022 4.095348 2.839045 0.22 0.75 0.32 0.07
H 3.245716 6.048978 -2.943089 0.10 0.29 0.11 0.12
H -1.470463 -1.034983 -3.067671 0.16 -0.26 -0.11 0.00
H 8.140152 1.035333 1.533406 -0.10 -0.05 0.28 0.10
H 3.348587 3.038938 -3.192543 0.12 -0.22 0.09 0.05
H -4.648774 -2.512538 -1.936104 -0.21 -0.55 -0.41 0.08
H 6.948590 -2.990440 -0.433419 0.18 0.45 0.62 0.08
H 8.271624 -1.441704 1.095952 0.45 0.21 0.46 0.12
H 6.175091 -0.085514 -2.898215 -0.68 -0.02 -0.53 0.09
H -0.928160 -1.022537 -1.654287 0.39 -0.27 0.04 0.00
H -6.914738 -3.548021 -1.755558 0.12 0.25 0.13 0.09
```
Positions in Å, forces in eV/Å.